# 1
16
Properties=species:S:1:pos:R:3:forces:R:3 method="wB97M-V/def2-TZVPD" e_lumo_ev="0.06 / -0.91" largest_force_ev_per_a=3.72 multiplicity=1 orbital_gap_ev="8.257 / 7.783" e_above_lowest_kj_mol=540.1 homo_energy_ev="-8.198 / -8.698" total_energy_ha=-437.862055
C 0.151378 0.897282 0.031805 0.1 -0.8 0.2
C 2.800444 -0.385087 0.022465 1.2 -2.1 0.0
C 1.766316 -1.209794 -0.054055 -1.3 3.5 0.4
C -1.347607 1.035777 -0.441271 2.8 1.6 0.7
C -2.309836 0.067634 0.323130 2.0 1.7 0.8
C 0.515679 -0.515804 0.030203 -3.2 -1.6 0.1
N -1.906016 -1.258692 0.106849 -0.2 -0.9 -0.6
O 0.963776 1.775446 0.288135 -1.2 0.1 -0.4
O -0.600187 -1.390408 -0.026099 2.1 -0.4 -0.1
H 3.757148 -0.819821 -0.003145 1.3 -0.3 -0.1
H 2.722362 0.603834 0.272649 -0.3 2.3 0.1
H 1.868165 -2.230520 -0.092261 -0.2 -2.2 -0.4
H -1.480040 2.138602 -0.313754 -0.7 -1.0 -0.2
H -1.134774 0.835233 -1.550962 -1.4 -0.1 1.3
H -2.529402 0.110616 1.445643 1.1 0.8 -0.9
H -3.237399 0.345698 -0.039330 -2.3 -0.5 -1.2

---

# 2
11
Properties=species:S:1:pos:R:3:forces:R:3 method="wB97M-V/def2-TZVPD" e_lumo_ev=-3.83 largest_force_ev_per_a=0.85 multiplicity=1 orbital_gap_ev=11.795 e_above_lowest_kj_mol=37.7 homo_energy_ev=-15.621 total_energy_ha=-172.635569 total_charge=+1
C -0.695957 -0.833732 -1.201629 0.1 -0.7 -0.5
N 0.652988 -0.470672 -0.646656 0.1 0.7 0.1
H -0.867957 -0.249415 -2.093303 -0.2 0.5 0.1
H -0.668605 -1.854986 -1.572571 0.1 -0.1 0.4
H -1.455510 -0.713343 -0.437337 0.0 0.1 -0.1
H 1.185865 0.079390 -1.322093 0.0 -0.1 -0.1
H 1.237805 -1.265752 -0.390311 -0.2 -0.1 0.1
H 0.545037 0.140479 0.173096 0.0 -0.1 0.1
H -0.635144 2.031295 2.738838 -0.4 0.0 -0.4
H 0.745831 1.526623 2.651805 0.1 -0.1 -0.3
O -0.044353 1.610113 2.100162 0.4 -0.1 0.4

---

# 3
10
Properties=species:S:1:pos:R:3:forces:R:3 method="wB97M-V/def2-TZVPD" e_lumo_ev=-1.70 largest_force_ev_per_a=6.32 multiplicity=1 orbital_gap_ev=7.461 e_above_lowest_kj_mol=325.7 homo_energy_ev=-9.162 total_energy_ha=-1042.374621
C -1.288088 -0.734805 -1.969793 -2.7 -2.6 -5.1
N -0.776030 -0.667466 -0.875370 3.0 -0.6 3.0
S -0.973387 0.707637 0.052723 0.2 0.5 0.6
C 0.272787 0.711268 1.276884 -0.8 0.7 1.4
S -0.219424 1.575702 2.675275 1.4 -1.4 -2.4
C 1.754930 0.133442 1.245543 0.5 0.2 1.0
O 2.469570 -0.144336 0.306240 -1.8 0.6 1.7
H -1.313242 -1.659890 -2.722548 0.9 1.4 2.1
H -1.991427 -0.050762 -2.384682 -0.4 1.4 -0.2
H 2.064311 0.129210 2.395728 -0.1 -0.2 -2.1